Record 1
{
  "formula": "C20H20Cl2F2N6",
  "method": "ωB97M-V with the def2-TZVPD basis set",
  "total_energy_ha": -2222.6209,
  "charge": 0,
  "multiplicity": 1,
  "orbital_gap_ev": 6.7,
  "e_above_lowest_ev": 3.241,
  "symbols": ["F", "F", "Cl", "Cl", "N", "N", "N", "C", "C", "C", "C", "C", "C", "C", "C", "C", "C", "C", "N", "N", "N", "C", "C", "C", "C", "C", "C", "C", "C", "C", "H", "H", "H", "H", "H", "H", "H", "H", "H", "H", "H", "H", "H", "H", "H", "H", "H", "H", "H", "H"],
  "positions_angstrom": [[-2.742769, -5.026355, -0.829658], [-1.439670, -6.437172, 0.408342], [5.979724, 7.606484, -1.069324], [3.803107, 5.836643, -2.009699], [-0.256163, 4.659628, -1.044099], [0.541720, 5.639754, -0.711778], [-0.357353, 2.181911, -0.457883], [0.184447, 3.437614, -0.620363], [1.628191, 5.117210, -0.159706], [1.748636, 1.451228, 0.678229], [1.441242, 3.796176, 0.024514], [0.446210, 1.240983, 0.193570], [4.029537, 6.771070, 2.434753], [4.959495, 7.274672, 1.451472], [2.864436, 6.067412, 1.929815], [4.767817, 7.151478, 0.147704], [3.700267, 6.403954, -0.376300], [2.716802, 5.848971, 0.496800], [2.252908, 2.759327, 0.577630], [0.034777, -0.106474, 0.307604], [-0.147099, -4.038604, -1.315780], [-0.769501, -0.811659, -0.769316], [0.165965, -0.702350, 1.630901], [-2.393232, -4.796267, 1.656749], [-1.787002, -1.696912, -0.250909], [-0.033036, -2.205986, 1.598316], [-2.448532, -3.243332, 1.552667], [-1.871814, -5.169595, 0.217390], [-0.689451, -4.170260, 0.037623], [-1.220264, -2.817107, 0.715227], [2.271854, 0.634786, 1.153958], [4.174192, 6.912889, 3.524183], [5.929563, 7.822780, 1.580926], [2.091177, 5.750524, 2.647494], [2.984899, 3.034081, 1.137859], [-0.070478, -5.047394, -1.608975], [-0.745030, -3.462656, -1.859703], [-1.167361, -0.091311, -1.384820], [0.015391, -1.385028, -1.261852], [-0.534860, -0.168874, 2.343969], [1.326987, -0.620982, 1.938265], [-3.355398, -5.130320, 1.871031], [-1.731950, -5.181875, 2.404171], [-2.560683, -1.142120, 0.373231], [-2.362887, -2.267203, -0.975542], [0.953874, -2.578777, 1.200726], [-0.189940, -2.456029, 2.685364], [-3.346421, -2.961607, 0.976210], [-2.401612, -2.664591, 2.539570], [0.068137, -4.559879, 0.728292]],
  "forces_ev_per_angstrom": [[0.09, -0.73, 0.73], [0.12, -1.09, -1.67], [-0.14, 0.39, 1.15], [-0.60, 0.18, 0.06], [-3.40, -1.02, -1.23], [-0.15, -0.76, -0.84], [1.82, 0.59, 0.32], [1.22, -0.26, 1.79], [1.49, 0.57, 2.73], [-0.59, 3.55, -0.83], [1.71, -4.68, 0.56], [-0.65, 0.06, -1.49], [-0.82, -0.54, -1.90], [0.96, 1.03, 3.25], [1.55, 1.04, -0.75], [-0.73, -1.48, -3.91], [-0.37, -1.02, 1.29], [1.44, 1.86, 0.31], [-4.49, -0.89, -1.48], [-1.00, 0.55, -0.19], [0.75, -2.14, 1.78], [3.36, 0.20, 1.34], [1.28, 0.65, 0.02], [-0.05, 2.51, -2.05], [-1.43, -1.75, 2.68], [-0.11, -0.79, -0.07], [0.84, 0.04, 1.15], [0.66, 1.72, 2.82], [-0.93, 0.93, 0.29], [0.64, 0.78, 0.05], [0.51, 0.63, -0.15], [-0.04, -0.07, -0.99], [-1.09, -0.58, 1.14], [0.40, -0.01, -0.60], [2.32, 0.58, 1.21], [-0.13, 1.81, -0.59], [-0.62, -0.12, -0.90], [-0.74, 1.73, -1.54], [-0.29, -0.13, -0.69], [0.99, -0.57, -0.35], [-2.86, 0.08, 0.08], [-1.67, -1.03, 0.17], [0.68, -0.14, 0.18], [0.95, -0.38, -0.80], [-0.03, 0.39, -0.61], [-1.10, -0.19, 0.55], [0.45, -0.42, -1.08], [0.17, -0.18, 0.55], [-0.49, -0.95, -1.22], [0.11, 0.04, -0.27]]
}



Record 2
{
  "formula": "Br2Li",
  "method": "ωB97M-V with the def2-TZVPD basis set",
  "total_energy_ha": -5155.7676,
  "charge": -1,
  "multiplicity": 1,
  "orbital_gap_ev": 8.3,
  "symbols": ["Li", "Br", "Br"],
  "positions_angstrom": [[-0.246800, 0.041068, -0.206024], [-0.000251, 1.478447, -1.933794], [0.247051, -1.519515, 2.139819]],
  "forces_ev_per_angstrom": [[0.28, -0.50, 0.83], [-0.07, 0.07, -0.13], [-0.21, 0.43, -0.70]]
}



Record 3
{
  "formula": "C26H45BrFN2",
  "method": "ωB97M-V with the def2-TZVPD basis set",
  "total_energy_ha": -3800.8575,
  "charge": 1,
  "multiplicity": 1,
  "orbital_gap_ev": 9.2,
  "symbols": ["C", "C", "C", "F", "N", "C", "Br", "C", "N", "C", "C", "C", "C", "C", "C", "C", "C", "C", "H", "H", "H", "H", "H", "H", "H", "H", "H", "H", "H", "H", "H", "H", "H", "H", "H", "C", "C", "C", "C", "C", "C", "H", "H", "H", "H", "H", "H", "H", "H", "H", "H", "H", "H", "H", "H", "C", "C", "C", "C", "C", "C", "H", "H", "H", "H", "H", "H", "H", "H", "H", "H", "H", "H", "H", "H"],
  "positions_angstrom": [[0.226647, -3.210190, 0.051812], [1.711034, -2.738331, 0.082486], [1.999706, -1.719013, 1.213910], [3.360900, -1.516765, 1.254128], [1.272207, -0.467476, 1.024448], [1.625232, 0.590037, 0.193319], [3.158889, 0.731798, -0.927299], [0.705534, 1.586786, 0.252649], [-0.252741, 1.122586, 1.164075], [0.117844, -0.088887, 1.616888], [-0.582733, -1.000515, 2.676890], [0.316122, -0.870773, 3.951621], [0.630323, 0.443466, 4.353740], [1.453847, 0.687193, 5.460363], [1.965131, -0.436570, 6.145673], [2.911241, -0.245433, 7.344285], [1.628083, -1.741827, 5.757314], [0.793138, -1.990382, 4.642820], [0.067002, -3.829824, 0.958136], [0.030112, -3.787660, -0.866361], [-0.485219, -2.367850, 0.117412], [2.333584, -3.644283, 0.204952], [2.001399, -2.314241, -0.901748], [1.721556, -2.194656, 2.172296], [0.750004, 2.529099, -0.289454], [-1.066055, 1.682645, 1.396629], [-0.697686, -2.038552, 2.342404], [-1.536354, -0.507996, 2.940452], [0.251509, 1.313893, 3.799228], [1.666508, 1.720555, 5.748521], [3.466937, 0.696708, 7.196122], [2.291694, -0.224038, 8.257688], [3.633486, -1.080240, 7.364336], [2.045095, -2.580997, 6.325824], [0.539637, -3.013596, 4.334850], [1.275281, -1.695064, -4.130419], [2.773157, -1.404683, -4.115604], [3.242321, -0.574276, -5.309016], [3.045577, -1.230691, -6.676576], [3.721442, -2.590715, -6.848484], [5.240302, -2.531894, -6.723332], [0.987839, -2.291179, -4.997262], [0.987540, -2.255429, -3.236307], [0.698653, -0.766733, -4.145181], [3.328221, -2.345831, -4.063073], [3.010634, -0.857264, -3.198815], [4.299699, -0.328634, -5.172189], [2.710364, 0.383425, -5.306030], [3.422575, -0.548107, -7.444414], [1.975581, -1.342785, -6.876813], [3.468963, -2.977961, -7.839227], [3.321520, -3.310258, -6.127708], [5.665902, -1.846472, -7.459060], [5.672384, -3.519151, -6.895992], [5.552237, -2.206544, -5.728930], [-6.386238, 5.226215, -0.072119], [-5.218462, 4.828621, 0.824322], [-4.310757, 3.769277, 0.201414], [-4.980952, 2.424045, -0.088147], [-5.616690, 1.739490, 1.121702], [-4.611464, 1.384087, 2.209476], [-7.053511, 4.384357, -0.264379], [-6.976261, 6.011415, 0.402212], [-6.028778, 5.607415, -1.031060], [-5.598358, 4.485993, 1.791057], [-4.618879, 5.719520, 1.030147], [-3.448412, 3.613024, 0.861830], [-3.901934, 4.159579, -0.736458], [-4.232844, 1.750880, -0.523596], [-5.745671, 2.556567, -0.857755], [-6.102150, 0.820585, 0.782399], [-6.406928, 2.364437, 1.544289], [-3.814517, 0.732743, 1.833136], [-5.117991, 0.863947, 3.024351], [-4.137457, 2.272363, 2.634468]],
  "forces_ev_per_angstrom": [[0.51, 0.27, 0.60], [-0.51, 0.09, -0.69], [0.36, -2.49, -0.45], [-0.69, 0.67, 0.12], [-0.40, 1.92, -0.19], [1.20, 0.69, -1.32], [-0.74, -0.33, 0.78], [0.44, -1.17, 0.46], [0.85, -0.10, -0.54], [-1.04, -1.73, 0.84], [1.02, 2.01, 0.48], [-0.43, 0.05, -0.61], [0.34, -0.09, 0.47], [-0.47, -1.14, -0.56], [0.46, 0.22, 0.52], [-0.45, -0.06, -0.91], [-0.32, 0.05, -0.55], [0.40, 0.91, 0.53], [-0.15, 0.06, -0.65], [0.01, 0.20, 0.55], [0.27, -0.32, -0.32], [-0.06, 0.66, 0.28], [-0.13, 0.02, 0.57], [-0.09, 0.75, -0.27], [-0.46, -0.30, 0.45], [-0.07, -0.58, 0.31], [-0.10, 0.51, -0.02], [0.14, -0.59, -0.44], [0.05, -0.49, 0.22], [0.10, -0.50, 0.04], [-0.26, -0.40, 0.41], [0.58, 0.07, -0.20], [-0.36, 0.41, 0.26], [-0.19, 0.33, -0.25], [0.10, 0.49, 0.15], [0.10, -0.06, 0.11], [-0.09, 0.05, -0.01], [0.12, 0.03, 0.00], [-0.13, -0.06, -0.01], [0.09, 0.09, -0.07], [-0.05, -0.15, 0.04], [-0.03, 0.03, 0.02], [-0.07, -0.01, -0.04], [-0.01, -0.02, -0.05], [0.02, 0.02, -0.03], [0.04, -0.09, -0.09], [-0.01, -0.01, -0.02], [0.00, -0.02, 0.02], [0.00, -0.02, 0.01], [0.01, 0.03, 0.01], [-0.05, -0.01, 0.05], [-0.03, 0.01, -0.01], [0.01, 0.02, 0.04], [0.05, 0.06, 0.01], [0.03, 0.02, -0.03], [-0.02, 0.00, 0.11], [0.02, 0.07, -0.09], [0.06, -0.05, 0.04], [-0.09, 0.05, -0.04], [0.19, -0.10, -0.17], [-0.09, 0.09, 0.24], [0.00, 0.03, -0.03], [-0.02, -0.01, -0.06], [-0.03, -0.03, 0.00], [0.04, -0.02, 0.00], [0.00, -0.04, 0.05], [0.00, 0.00, 0.01], [-0.01, 0.01, 0.02], [-0.03, -0.02, -0.01], [0.04, 0.02, 0.00], [-0.03, 0.05, 0.01], [0.03, 0.01, -0.01], [-0.07, -0.06, -0.09], [0.15, -0.03, 0.03], [-0.05, 0.02, 0.01]]
}